Entry 1:
14
Properties=species:S:1:pos:R:3:lowdin_charge:R:1 method="wB97M-V/def2-TZVPD" e_above_lowest_kj_mol=193.4 total_charge=+1 lumo_ev=-5.7072
C 0.0906 0.0880 0.3442 -0.44
C 0.4137 0.7465 2.5323 -0.84
C 1.0925 -0.9413 0.3182 0.01
N 0.0206 1.0617 1.3012 0.04
N -0.8574 0.1670 -0.6073 0.22
O 1.1215 -2.4033 2.7450 -0.25
O -1.1332 -1.4840 2.1215 -0.29
S 0.5068 1.4672 3.8862 0.97
S 0.2942 -1.3576 2.2729 0.80
H 1.0951 -1.9128 -0.1621 0.11
H 2.1462 -0.5403 0.6337 0.16
H -0.7636 1.7102 1.0997 0.20
H -1.0386 -0.6304 -1.2112 0.15
H -1.7858 0.5170 -0.2901 0.16

Entry 2:
20
Properties=species:S:1:pos:R:3:lowdin_charge:R:1 method="wB97M-V/def2-TZVPD" e_above_lowest_kj_mol=0.0 smiles="CC(=O)/C(NS(=O)(=O)Cl)=C(/C)O" total_charge=0 lumo_ev=0.0550
C -0.6047 -0.0105 -0.1600 -0.04
C -1.0681 1.2480 0.3804 -0.43
C -0.9617 -1.2219 0.2874 -0.34
C -0.5469 2.5758 -0.0145 -0.03
C -0.3627 -2.4274 -0.3626 0.01
N 0.8847 -0.2328 -1.0665 -0.13
O -1.9501 -1.4036 1.1425 0.13
O 1.6960 -1.0826 1.0982 -0.31
O 3.2815 -0.8641 -0.7499 -0.32
O -1.9263 1.2036 1.2266 0.09
S 2.1140 -0.3848 -0.0420 0.20
Cl 2.5133 1.4569 0.5643 0.48
H -1.3358 3.2986 -0.0059 0.09
H 0.1881 2.9188 0.6124 0.02
H -0.1286 2.6476 -1.0536 0.10
H -0.5846 -2.5786 -1.4319 0.12
H -0.6667 -3.2810 0.0956 0.06
H 0.7272 -2.1337 -0.3269 0.06
H 0.9107 0.7065 -1.5729 0.11
H -2.1794 -0.4349 1.3792 0.11

Entry 3:
71
Properties=species:S:1:pos:R:3:lowdin_charge:R:1 method="wB97M-V/def2-TZVPD" e_above_lowest_kj_mol=61.0 total_charge=-1 multiplicity=5 lumo_ev="1.8342 / 1.3322" s_squared=6.05
Ir -1.6848 1.2577 0.9862 0.52
S -6.0518 1.6121 2.7499 -0.21
As -4.3027 2.6852 2.3496 -0.53
S -2.4381 1.5329 3.0497 -0.04
S -3.5737 2.3785 0.2249 -0.02
S -4.1391 4.6905 2.9289 -0.21
C 1.0475 1.7568 4.1885 -0.10
N 1.2085 0.4201 3.5975 -0.29
C 0.2538 -0.5754 4.0883 -0.11
P 1.8902 0.3970 2.1193 0.45
O 1.3913 1.2724 1.0503 -0.30
O 1.7941 -1.1791 1.6963 -0.27
P 0.6568 -1.9219 0.8197 0.47
O -0.7247 -1.6891 1.2510 -0.28
N 1.1783 -3.4753 0.9666 -0.31
C 2.5140 -3.8901 1.3448 -0.11
C 0.2019 -4.5503 0.8804 -0.09
N 0.8571 -1.4875 -0.7739 -0.21
C 2.0916 -1.8881 -1.4386 -0.09
C 0.4026 -0.1950 -1.2918 -0.21
N 3.5026 0.6432 2.3669 -0.30
C 4.3246 1.1012 1.2590 -0.10
C 4.2167 -0.1416 3.3570 -0.11
H 1.1795 1.6820 5.2697 0.08
H 0.0614 2.1664 3.9629 0.03
H 1.8058 2.4312 3.7910 0.08
H 0.2451 -0.5129 5.1782 0.09
H 0.5678 -1.5761 3.8022 0.07
H -0.7539 -0.3958 3.7117 0.01
H 3.2077 -3.0551 1.2906 0.07
H 2.8677 -4.6775 0.6712 0.08
H 2.5308 -4.2838 2.3667 0.09
H -0.7827 -4.1387 0.6709 0.08
H 0.1475 -5.0919 1.8296 0.09
H 0.4748 -5.2564 0.0901 0.08
H 2.3708 -2.8936 -1.1341 0.07
H 2.9247 -1.2078 -1.2185 0.09
H 1.9304 -1.8931 -2.5178 0.09
H -1.4651 -0.6868 -0.6311 0.06
H 0.4640 -0.2815 -2.3802 0.13
H 1.0604 0.6046 -0.9548 0.09
H 3.7238 1.7112 0.5903 0.07
H 4.7517 0.2606 0.6951 0.08
H 5.1498 1.7050 1.6441 0.08
H 3.5493 -0.3946 4.1783 0.08
H 5.0518 0.4408 3.7529 0.08
H 4.6185 -1.0693 2.9283 0.08
N -1.0006 0.1642 -0.9408 -0.11
C -1.6575 0.6991 -2.1104 -0.20
C -2.2442 -0.2332 -3.0392 -0.16
C -2.7107 -1.4955 -2.6191 -0.01
C -3.2524 -2.3967 -3.5170 -0.09
C -3.3365 -2.0875 -4.8687 -0.10
C -2.8640 -0.8578 -5.3089 -0.09
C -2.3288 0.0528 -4.4173 -0.04
C -1.5300 2.1222 -2.3263 -0.24
C -0.5389 2.8648 -1.6553 -0.06
C -0.4555 4.2365 -1.8074 -0.07
C -1.3628 4.9113 -2.6121 -0.08
C -2.3677 4.2010 -3.2529 -0.08
C -2.4548 2.8292 -3.1121 -0.06
H -2.7002 -1.7758 -1.5735 0.11
H -3.6236 -3.3460 -3.1514 0.10
H -3.7636 -2.7948 -5.5680 0.10
H -2.9034 -0.6064 -6.3617 0.10
H -1.9339 0.9859 -4.7919 0.11
H 0.1525 2.3812 -0.9768 0.07
H 0.3022 4.7846 -1.2626 0.11
H -1.3135 5.9886 -2.7044 0.10
H -3.1172 4.7257 -3.8317 0.10
H -3.2934 2.3051 -3.5488 0.11

Entry 4:
10
Properties=species:S:1:pos:R:3:lowdin_charge:R:1 method="wB97M-V/def2-TZVPD" e_above_lowest_kj_mol=245.9 total_charge=+2 lumo_ev="-14.0249 / -14.0983"
O 2.0006 -0.1961 -0.1674 0.38
C 0.7909 -0.3104 -0.1137 -0.02
C -0.2528 -1.2462 -0.1357 0.14
H 2.5481 -0.8174 0.3710 0.26
H -0.0221 -2.2947 0.0691 0.19
C -1.4671 -0.6036 0.0757 0.12
C -1.3833 0.8213 0.1781 0.32
H -2.4398 -1.0242 -0.1907 0.17
O -0.0716 1.1693 0.1639 0.18
H 0.2345 2.0138 -0.2539 0.25

Entry 5:
115
Properties=species:S:1:pos:R:3:lowdin_charge:R:1 method="wB97M-V/def2-TZVPD" total_charge=-2 multiplicity=5 lumo_ev="4.0162 / 4.0119" s_squared=6.03
Cr 0.1497 -0.4533 -0.3255 0.38
C 1.2300 -0.9924 3.5943 -0.21
N 0.7689 -1.9864 2.6163 -0.48
P -0.7280 -1.4943 1.8866 1.00
C -1.6286 -3.0520 1.6208 -0.34
C -2.8729 -2.8903 1.0147 -0.11
C -3.7278 -3.9629 0.8829 -0.10
C -3.3419 -5.2151 1.3391 -0.11
C -2.0947 -5.3838 1.9181 -0.09
C -1.2427 -4.3061 2.0742 -0.10
C -1.6574 -1.1549 3.4410 -0.31
C -2.5129 -0.0620 3.5484 -0.07
C -3.2090 0.1736 4.7177 -0.10
C -3.0612 -0.6788 5.8057 -0.11
C -2.2260 -1.7852 5.6995 -0.10
C -1.5429 -2.0280 4.5292 -0.10
P 1.9492 -2.0474 1.2663 1.02
C 3.3314 -2.8258 2.1991 -0.33
C 3.2775 -3.5917 3.3635 -0.11
C 4.4194 -4.1984 3.8541 -0.12
C 5.6368 -4.0423 3.2097 -0.13
C 5.7067 -3.2598 2.0633 -0.10
C 4.5686 -2.6575 1.5742 -0.10
C 1.4787 -3.4365 0.2693 -0.36
C 1.5874 -4.7731 0.6173 -0.17
C 1.4750 -5.7883 -0.3092 -0.17
C 1.3426 -5.4530 -1.6796 -0.18
C 1.2420 -4.1742 -2.0952 -0.10
C 1.2307 -3.0077 -1.1560 -0.37
H 0.8709 -1.2492 4.5961 0.07
H 0.8841 0.0229 3.3686 0.07
H 2.3211 -0.9807 3.6020 0.06
H -3.1510 -1.9112 0.6442 0.06
H -4.6896 -3.8306 0.4073 0.10
H -4.0110 -6.0604 1.2326 0.09
H -1.7883 -6.3671 2.2530 0.09
H -0.2707 -4.4303 2.5247 0.08
H -2.6296 0.6059 2.7073 0.07
H -3.8701 1.0283 4.7863 0.09
H -3.6014 -0.4904 6.7248 0.09
H -2.1185 -2.4603 6.5411 0.09
H -0.9112 -2.8990 4.4324 0.10
H 2.3324 -3.7185 3.8730 0.09
H 4.3668 -4.8088 4.7491 0.09
H 6.5262 -4.5257 3.5971 0.08
H 6.6560 -3.1272 1.5590 0.09
H 4.6079 -2.0434 0.6827 0.10
H 1.7723 -5.0280 1.6554 0.08
H 1.5434 -6.8268 -0.0089 0.06
H 1.3437 -6.2579 -2.4102 0.08
H 1.2009 -3.9326 -3.1517 0.09
H 2.0296 -2.3126 -1.4784 0.10
O 0.1987 1.2210 0.6634 -0.31
N -0.7193 2.0885 1.0411 -0.16
C -0.3282 3.1482 1.8159 -0.01
C -1.2343 4.0413 2.3162 -0.10
C -2.5918 3.8869 2.0266 -0.09
C -2.9746 2.8261 1.2000 -0.13
C -2.0496 1.9266 0.6998 -0.70
S -2.4599 0.6043 -0.2949 0.70
H 0.7331 3.2003 2.0016 0.13
H -0.8877 4.8601 2.9327 0.09
H -3.3306 4.5597 2.4357 0.09
H -4.0103 2.6619 0.9411 0.10
C -1.2825 1.7037 -3.2775 -0.20
N -1.5637 2.3119 -4.5825 -0.08
C -0.3177 2.8606 -5.0974 -0.19
N 0.2706 3.8544 -4.2032 -0.09
C 0.5050 3.2015 -2.9063 -0.16
N -0.7220 2.6698 -2.3464 -0.08
C -1.6746 3.7492 -2.1828 -0.19
N -1.9724 4.4213 -3.4576 -0.09
C -2.4962 3.4072 -4.3706 -0.19
C -0.7132 4.9111 -4.0086 -0.20
H -0.5721 0.8860 -3.4083 0.11
H -2.2131 1.3138 -2.8597 0.07
H -0.5157 3.3372 -6.0659 0.12
H 0.3980 2.0465 -5.2339 0.13
H 0.9259 3.9367 -2.2143 0.13
H 1.2211 2.3871 -3.0391 0.11
H -1.2720 4.4881 -1.4836 0.12
H -2.6043 3.3440 -1.7775 0.11
H -2.7149 3.8792 -5.3366 0.12
H -3.4215 3.0061 -3.9485 0.12
H -0.3010 5.6632 -3.3280 0.12
H -0.9144 5.3816 -4.9801 0.11
C 5.3954 1.3461 0.6880 -0.13
C 4.2009 1.1604 1.3887 -0.11
C 3.0562 0.7922 0.7258 -0.11
C 3.0293 0.5527 -0.6672 -0.19
C 1.8458 0.0911 -1.3363 -0.17
C 1.9884 -0.1272 -2.7059 -0.17
C 3.1790 0.0803 -3.4064 -0.11
C 4.3038 0.5189 -2.7546 -0.08
C 4.2557 0.7509 -1.3685 -0.19
C 5.4108 1.1598 -0.6673 -0.07
H 6.2943 1.6415 1.2192 0.09
H 4.1837 1.3048 2.4628 0.09
H 2.1351 0.6950 1.2769 0.05
H 1.1472 -0.5238 -3.2707 0.09
H 3.2195 -0.1288 -4.4718 0.09
H 5.2416 0.6653 -3.2803 0.09
H 6.3243 1.3137 -1.2310 0.09
N 0.0231 -2.1243 -1.2245 -0.12
C -1.1275 -2.7162 -1.6514 -0.32
C -2.0621 -1.9692 -2.3967 -0.08
C -3.2179 -2.5336 -2.8866 -0.13
C -3.4905 -3.8791 -2.6833 -0.15
C -2.5972 -4.6320 -1.9363 -0.12
C -1.4518 -4.0698 -1.4173 -0.05
H -1.8460 -0.9259 -2.5808 0.05
H -3.9233 -1.9198 -3.4351 0.09
H -4.3919 -4.3267 -3.0846 0.07
H -2.8094 -5.6755 -1.7253 0.10
H -0.8329 -4.6560 -0.7597 0.09

Entry 6:
17
Properties=species:S:1:pos:R:3:lowdin_charge:R:1 method="wB97M-V/def2-TZVPD" e_above_lowest_kj_mol=77.2 total_charge=-1 lumo_ev=4.0684
C -2.0118 0.6692 1.4963 -0.40
C -2.3840 0.4199 -0.0018 -0.75
S -1.1627 -0.5835 -0.8838 0.27
N -0.7767 1.4553 1.6821 -0.04
H -1.8875 -0.2995 2.0053 0.08
H -2.8369 1.1778 1.9847 0.08
H -2.5499 1.4521 -0.4534 0.05
H -3.3485 -0.1436 -0.0752 0.03
H -0.9347 2.4335 1.5568 0.03
H -0.1090 1.1482 0.9439 0.02
N 1.7017 -0.4643 0.2423 0.00
C 2.5140 -0.3654 -0.8792 -0.42
N 3.7348 -0.8033 -0.9057 -0.03
H 2.0597 -1.1038 0.9645 0.09
H 0.6831 -0.4885 -0.0161 -0.13
H 2.0323 0.1166 -1.7144 0.09
H 4.1671 -0.6147 -1.8793 0.03

Entry 7:
66
Properties=species:S:1:pos:R:3:lowdin_charge:R:1 method="wB97M-V/def2-TZVPD" e_above_lowest_kj_mol=278.7 total_charge=0 lumo_ev=-0.4025
C -2.4102 0.1774 2.5291 -0.10
C -2.1640 -1.3004 2.2611 -0.25
C -1.4044 -1.5295 0.9478 -0.16
C -2.2487 -1.4178 -0.2974 -0.20
C -1.6378 -0.8240 -1.4468 0.02
C -2.2695 -0.6307 -2.6508 -0.15
C -1.5806 0.0349 -3.8099 -0.13
C -1.6161 1.5860 -3.6951 -0.17
C -0.3112 2.2735 -4.1223 -0.21
C 0.5066 2.8430 -2.9708 -0.20
C 1.1978 1.8190 -2.0647 -0.16
C 2.0694 0.7885 -2.7562 -0.16
O 3.4661 1.1513 -2.6705 -0.03
C 4.2353 0.2257 -2.0404 -0.56
C 4.7115 0.6406 -0.6909 0.03
O 4.5007 -0.8144 -2.5448 0.13
C -3.6226 -1.0940 -2.7418 -0.32
N -4.4090 -1.0242 -3.8135 -0.22
S -5.8162 -1.7044 -3.3823 1.00
N -5.4871 -2.0925 -1.8727 -0.25
C -4.2361 -1.7055 -1.6094 -0.34
C -3.5437 -1.8607 -0.3795 0.03
H -3.2248 0.5387 1.9034 0.08
H -1.5379 0.7846 2.3014 0.07
H -2.6785 0.3409 3.5682 0.06
H -3.0969 -1.8493 2.2164 0.09
H -1.5531 -1.6969 3.0681 0.10
H -0.8510 -2.4656 0.9680 0.12
H -0.6529 -0.7421 0.8796 0.10
H -0.6047 -0.5144 -1.3544 0.10
H -2.1053 -0.2652 -4.7086 0.11
H -0.5431 -0.2852 -3.8402 0.11
H -2.3956 1.9193 -4.3767 0.11
H -1.9424 1.8925 -2.7053 0.11
H -0.5674 3.1113 -4.7679 0.11
H 0.2643 1.6022 -4.7535 0.10
H -0.1742 3.4088 -2.3358 0.11
H 1.2255 3.5682 -3.3446 0.11
H 1.8569 2.3742 -1.3986 0.12
H 0.4608 1.3520 -1.4183 0.09
H 1.9334 -0.1808 -2.2767 0.12
H 1.8321 0.6460 -3.8047 0.11
H 5.4534 -0.0729 -0.3558 0.07
H 3.8796 0.6637 0.0062 0.10
H 5.1371 1.6378 -0.7490 0.09
H -4.0376 -2.3332 0.4520 0.11
N 6.8978 -2.8589 0.0821 0.00
C 5.6882 -3.1334 -0.4972 -0.14
C 5.0298 -4.0166 0.3162 -0.11
C 5.8742 -4.2814 1.4310 -0.12
C 7.0190 -3.5525 1.2572 -0.15
H 7.5926 -2.2452 -0.3001 0.14
H 5.4051 -2.6774 -1.4297 0.09
H 4.0511 -4.4277 0.1342 0.09
H 5.6643 -4.9335 2.2623 0.09
H 7.9043 -3.4681 1.8636 0.10
N -2.6490 1.9659 6.4061 0.00
C -2.5459 3.1166 5.6725 -0.15
C -3.7939 3.6713 5.5842 -0.11
C -4.6857 2.8220 6.2952 -0.11
C -3.9493 1.7799 6.7905 -0.15
H -1.8881 1.3516 6.6271 0.14
H -1.5976 3.4388 5.2779 0.10
H -4.0420 4.5833 5.0682 0.09
H -5.7453 2.9615 6.4267 0.09
H -4.2369 0.9271 7.3808 0.10

Entry 8:
12
Properties=species:S:1:pos:R:3:lowdin_charge:R:1 method="wB97M-V/def2-TZVPD" e_above_lowest_kj_mol=136.5 smiles="C=CC.S" total_charge=0 lumo_ev=0.8987
S -2.8572 -2.0200 -0.6172 0.46
H -2.8120 -0.7199 -0.2767 -0.22
H -4.1322 -2.1308 -0.2491 -0.24
C 1.2309 -0.3190 -0.5906 -0.12
C 1.2130 0.4632 0.6868 -0.25
C 0.7323 1.6974 0.8742 -0.03
H 0.6313 -1.2346 -0.5427 0.06
H 0.8021 0.2592 -1.4270 0.07
H 2.2505 -0.4578 -0.9511 0.07
H 1.6728 -0.0270 1.5580 0.09
H 1.1856 2.4634 1.4842 0.05
H 0.0829 2.0259 0.0512 0.05

Entry 9:
8
Properties=species:S:1:pos:R:3:lowdin_charge:R:1 method="wB97M-V/def2-TZVPD" e_above_lowest_kj_mol=458.2 total_charge=0 lumo_ev="-0.2329 / -0.2325"
C -0.3680 1.0664 -0.0509 -0.26
C -1.2210 -1.1540 -0.1335 0.18
N -1.1827 0.0242 -0.0412 0.04
N 0.9210 0.8171 0.0065 0.01
N 1.3372 -0.3653 0.0288 -0.01
F 2.7497 -0.3447 0.0640 -0.12
H -0.7489 2.0651 -0.0942 0.10
H -1.4873 -2.1087 0.2206 0.07

Entry 10:
86
Properties=species:S:1:pos:R:3:lowdin_charge:R:1 method="wB97M-V/def2-TZVPD" total_charge=+1 lumo_ev=-5.3908
C 8.6331 -5.1073 0.4469 -0.08
C 7.8403 -5.7580 -0.4791 -0.07
C 7.0758 -5.0361 -1.3664 -0.02
C 7.0866 -3.6398 -1.3383 -0.22
O 6.2337 -2.8530 -2.1599 0.02
C 4.8596 -2.8443 -1.8271 -0.16
C 4.3033 -1.7473 -1.1489 0.04
C 3.0033 -1.7640 -0.7409 0.02
C 2.1588 -2.8725 -1.0058 -0.17
C 0.8327 -2.8034 -0.5326 0.15
C -0.2630 -3.7131 -0.5736 -0.17
C -1.4895 -3.2781 -0.0268 0.02
C -2.6149 -4.0616 -0.0829 -0.03
C -2.5709 -5.3017 -0.6942 -0.02
C -1.3770 -5.7780 -1.2069 -0.04
C -0.2364 -5.0132 -1.1241 0.01
C 2.7161 -3.9410 -1.7558 0.03
C 4.0261 -3.9294 -2.1406 0.03
C 7.9243 -3.0007 -0.4243 -0.01
C 8.6805 -3.7269 0.4641 -0.07
H 9.2254 -5.6744 1.1455 0.11
H 7.8326 -6.8342 -0.5175 0.11
H 6.4662 -5.5365 -2.0965 0.11
H 4.9305 -0.8969 -0.9518 0.13
H 2.6001 -0.9189 -0.2092 0.13
H 0.5906 -1.8619 -0.0684 0.12
H -1.5319 -2.3118 0.4461 0.11
H -3.5349 -3.7040 0.3502 0.11
H -3.4675 -5.8943 -0.7648 0.12
H -1.3492 -6.7497 -1.6770 0.12
H 0.6879 -5.4539 -1.4363 0.09
H 2.1015 -4.7490 -2.0959 0.10
H 4.4458 -4.7383 -2.7148 0.12
H 7.9430 -1.9261 -0.4247 0.12
H 9.3166 -3.2147 1.1658 0.11
C -4.8362 -2.8645 2.9470 -0.11
C -3.6237 -3.0659 3.5724 -0.09
C -2.7427 -2.0146 3.7169 -0.05
C -3.0570 -0.7524 3.2405 -0.22
C -2.1089 0.3841 3.4638 -0.13
N -2.5077 1.6281 2.7828 -0.10
C -2.8481 2.7555 3.6660 -0.13
C -3.6703 3.8163 2.9486 -0.13
N -3.1206 4.1172 1.6200 -0.07
C -3.2070 5.4890 1.1029 -0.13
C -3.3673 5.5033 -0.4102 -0.13
N -2.4471 4.5655 -1.0751 -0.09
C -2.2288 4.8081 -2.5114 -0.12
C -0.8268 5.2116 -2.8441 -0.22
C -0.4493 5.3565 -4.1691 -0.05
C 0.8259 5.7633 -4.5013 -0.08
C 1.7414 6.0336 -3.5061 -0.10
C 1.3817 5.8973 -2.1812 -0.08
C 0.1039 5.4886 -1.8557 -0.04
C -2.1150 3.3341 -0.4621 -0.14
C -1.4579 2.3083 -1.1361 -0.11
N -1.2207 1.1044 -0.6381 0.04
C -1.6192 0.9007 0.6070 -0.13
C -2.2163 1.8597 1.4186 -0.14
C -2.4880 3.1083 0.8621 -0.08
C -4.2782 -0.5667 2.6128 -0.03
C -5.1651 -1.6145 2.4651 -0.08
H -5.5302 -3.6814 2.8408 0.10
H -3.3698 -4.0407 3.9567 0.10
H -1.8022 -2.1620 4.2171 0.11
H -2.0294 0.5809 4.5376 0.13
H -1.1004 0.1147 3.1383 0.12
H -3.3784 2.3745 4.5455 0.13
H -1.9092 3.1846 4.0293 0.13
H -4.7041 3.4851 2.8174 0.12
H -3.7133 4.7423 3.5296 0.12
H -4.0416 5.9987 1.5932 0.12
H -2.3001 6.0206 1.4042 0.12
H -4.3866 5.2161 -0.6861 0.13
H -3.2067 6.5094 -0.8133 0.13
H -2.5130 3.9088 -3.0647 0.13
H -2.9178 5.5903 -2.8458 0.13
H -1.1712 5.1549 -4.9403 0.11
H 1.1050 5.8748 -5.5367 0.10
H 2.7376 6.3527 -3.7625 0.10
H 2.0964 6.1141 -1.4030 0.10
H -0.1883 5.3794 -0.8266 0.11
H -1.1051 2.4888 -2.1384 0.10
H -1.4587 -0.0860 1.0075 0.07
H -4.5260 0.4134 2.2462 0.11
H -6.1174 -1.4550 1.9844 0.11

Entry 11:
13
Properties=species:S:1:pos:R:3:lowdin_charge:R:1 method="wB97M-V/def2-TZVPD" e_above_lowest_kj_mol=347.7 total_charge=+1 multiplicity=3 lumo_ev="-3.7659 / -6.4661" s_squared=2.01
C 0.7589 -1.4492 -0.1796 0.05
C -1.1188 0.2059 0.0363 -0.07
N -3.4511 -0.1575 -0.1309 0.18
N -2.2816 -0.0866 0.1736 -0.03
N 0.1610 -0.2058 0.4951 0.01
H 1.6724 -1.4668 0.2641 0.06
H 0.0816 -2.1928 0.1848 0.10
H 1.0259 -1.5121 -1.2577 0.14
H 0.3196 2.4928 -0.7751 0.06
H 0.1444 2.4652 -0.0747 0.03
H -4.0845 0.6314 -0.0041 0.12
H 0.8945 0.4742 0.2794 0.12
H 0.3559 -0.1695 1.5379 0.22